No. 1
This record from OMol25 describes C30H22BrN2O4PPdS as an isolated structure. The level of theory is ωB97M-V/def2-TZVPD.

Values from the calculation:
⟨S²⟩: 2.01
Multiplicity: 3
Kohn-Sham gap (alpha / beta) in eV: 7.13 / 7.76
Energy relative to the best compared isomer or geometry (same formula, charge and spin) in eV: 0.054
HOMO (alpha / beta) in eV: -6.76 / -8.62

```
62
Properties=species:S:1:pos:R:3:lowdin_spin:R:1
Pd -0.14078 0.10167 -1.15769 1.258
C 5.52858 -1.27589 1.33103 0.002
C 4.18482 -1.31644 1.67530 -0.001
C 3.22088 -0.89927 0.76939 0.004
C 3.60064 -0.44685 -0.49332 0.032
C 4.95048 -0.40934 -0.83580 0.009
C 5.91076 -0.82179 0.07598 0.002
P 2.27020 0.00432 -1.64601 0.134
C 3.02038 1.15932 -2.82485 0.020
C 2.83801 1.00099 -4.19571 0.011
C 3.31046 1.96397 -5.07844 0.000
C 3.96449 3.08855 -4.59919 0.012
C 4.14487 3.25397 -3.23102 -0.001
C 3.67027 2.29875 -2.34839 0.011
C 1.75416 -1.47005 -2.53642 0.026
C 2.46856 -2.43472 -3.24194 0.003
C 1.76408 -3.49357 -3.78948 -0.003
C 0.38011 -3.57580 -3.62360 0.008
C -0.32121 -2.61004 -2.91370 0.032
C 0.36839 -1.53225 -2.35930 0.183
H 6.27966 -1.59718 2.04120 0.000
H 3.88554 -1.67053 2.65340 0.000
H 2.16924 -0.93219 1.03365 0.000
H 5.25198 -0.05457 -1.81387 0.001
H 6.95836 -0.79072 -0.19473 0.000
H 2.32474 0.12438 -4.57157 0.001
H 3.16698 1.83160 -6.14310 0.000
H 4.33261 3.83734 -5.28847 0.001
H 4.65303 4.13169 -2.85286 0.000
H 3.80521 2.43598 -1.28124 0.000
H 3.54542 -2.36863 -3.35311 0.001
H 2.28619 -4.26499 -4.34122 0.000
H -0.15288 -4.41510 -4.05508 0.002
H -1.39455 -2.70014 -2.78982 0.003
O -2.75818 5.53600 0.89823 0.000
C -2.12548 4.39554 0.56308 -0.001
C -1.94725 3.33558 1.44947 0.000
C -1.29632 2.20915 0.99859 0.000
N -0.82438 2.09161 -0.24502 0.017
C -1.00182 3.11242 -1.06546 0.004
Br -0.33015 2.86319 -2.81785 0.037
C -1.63649 4.28950 -0.73328 0.002
H -3.08906 5.48050 1.80164 0.000
H -2.32244 3.38048 2.46342 0.000
H -1.14023 1.35356 1.64275 0.000
H -1.76642 5.09163 -1.44325 0.001
O -4.61152 -0.07229 0.41160 0.001
S -3.79316 -1.18814 0.02381 0.007
O -4.21528 -1.98882 -1.08876 0.000
N -2.23736 -0.71238 -0.15476 0.046
C -1.44889 -1.24073 0.76504 0.011
O -0.21580 -0.98355 0.80486 0.114
C -2.13498 -2.14273 1.73460 0.005
C -1.59947 -2.84940 2.79531 0.001
C -2.46054 -3.63405 3.55281 0.000
C -3.81756 -3.70407 3.24903 0.000
C -4.35175 -2.99280 2.17975 0.001
C -3.48229 -2.21946 1.44042 0.004
H -0.54178 -2.78951 3.01468 0.000
H -2.07397 -4.20209 4.38877 0.000
H -4.46638 -4.32414 3.85375 0.000
H -5.40423 -3.04567 1.93636 0.000
```

No. 2
This record from OMol25 describes C30H22BrN4O8S2Tc as an isolated structure at a distorted geometry. The level of theory is ωB97M-V/def2-TZVPD.

Values from the calculation:
⟨S²⟩: 0.78
Multiplicity: 2
Kohn-Sham gap (alpha / beta) in eV: 5.00 / 4.90
Total charge: +1
HOMO (alpha / beta) in eV: -10.86 / -10.76

```
68
Properties=species:S:1:pos:R:3:lowdin_spin:R:1
Tc 0.28660 0.01120 0.04750 0.837
O -1.99630 4.72130 1.42570 0.000
C -1.72920 4.14620 2.61450 0.000
C -1.92140 4.75370 3.85110 0.000
C -1.64090 4.05440 5.01090 0.000
C -1.16510 2.75340 4.96150 0.000
C -0.96200 2.14230 3.73730 0.000
C -1.23690 2.83380 2.57240 -0.002
C -0.98050 2.21250 1.21910 -0.001
O 0.18140 1.49350 1.16710 -0.014
N -2.09160 1.33290 0.82910 -0.036
N -1.71770 0.31590 0.05600 -0.023
C -2.54600 -0.38790 -0.65660 0.074
C -2.11830 -1.59320 -1.28540 -0.003
Br -0.65470 -2.46210 -0.29330 0.003
C -2.52460 -2.18430 -2.42860 0.033
C -3.35440 -1.60260 -3.45200 0.002
C -3.63960 -0.23000 -3.51830 0.009
C -4.42870 0.27660 -4.52810 -0.001
C -4.92640 -0.56080 -5.51550 0.010
C -4.62110 -1.91420 -5.48870 -0.001
C -3.84460 -2.43320 -4.47390 0.008
H -2.21220 5.66750 1.45960 0.000
H -2.28430 5.76920 3.89650 0.000
H -1.79610 4.52870 5.96630 0.000
H -0.94720 2.22480 5.87440 0.000
H -0.57450 1.13650 3.66650 0.000
H -0.92290 3.04630 0.49180 -0.002
H -3.00590 1.75670 0.70220 -0.002
H -3.60110 -0.13190 -0.71120 0.003
H -2.15340 -3.17890 -2.63770 0.001
H -3.18740 0.44680 -2.81080 0.001
H -4.64070 1.33320 -4.56270 0.000
H -5.51210 -0.15360 -6.32320 0.001
H -4.98090 -2.55940 -6.27370 0.000
H -3.60870 -3.48690 -4.46050 0.000
O 3.31470 0.54880 3.21720 0.001
C 2.56580 -0.00600 2.28310 0.001
O 1.43400 -0.39990 2.46780 0.014
C 3.21920 -0.13430 0.95080 0.001
C 4.59110 -0.26610 0.77240 0.000
C 5.08900 -0.48960 -0.50500 -0.001
C 4.19530 -0.58170 -1.56230 0.000
C 2.84600 -0.41260 -1.30400 0.002
N 2.35740 -0.18840 -0.07840 0.001
C 1.77640 -0.54650 -2.37290 0.005
O 2.04270 -0.82530 -3.51280 -0.003
O 0.59770 -0.38860 -1.86260 0.043
H 2.84540 0.60440 4.06860 0.000
H 5.24470 -0.20720 1.62820 0.000
H 6.14920 -0.60370 -0.67010 0.000
H 4.50650 -0.78220 -2.57510 0.000
O -1.71940 6.80360 -0.17100 0.001
S -0.44180 6.60820 -0.79780 0.000
O 0.02320 7.59470 -1.71200 0.000
N -0.35130 5.09180 -1.52210 0.002
C 0.54370 4.36580 -0.96350 0.003
S 1.05600 2.86380 -1.58710 0.032
C 1.18210 4.91220 0.25390 0.000
C 2.04740 4.28570 1.13670 0.000
C 2.49800 5.01240 2.22860 0.000
C 2.10560 6.32820 2.42980 0.000
C 1.22510 6.94840 1.54810 0.000
C 0.77310 6.21780 0.47740 0.000
H 2.34870 3.26100 0.97840 0.000
H 3.17080 4.54740 2.93180 0.000
H 2.48040 6.87700 3.28030 0.000
H 0.90500 7.96790 1.69190 0.000
```

No. 3
This record from OMol25 describes C30H22Cl2N3O4Ti as an isolated structure. The level of theory is ωB97M-V/def2-TZVPD.

Values from the calculation:
⟨S²⟩: 2.03
Multiplicity: 3
Kohn-Sham gap (alpha / beta) in eV: 6.08 / 7.52
Total charge: +1
HOMO (alpha / beta) in eV: -9.46 / -11.21

```
62
Properties=species:S:1:pos:R:3:lowdin_spin:R:1
Ti -0.69510 1.28856 0.52243 1.218
C 1.25205 3.33541 -2.99817 0.001
O 1.27366 4.18621 -1.80417 0.030
C 0.91271 3.38623 -0.80990 0.069
N 0.48351 2.20061 -1.11507 0.033
C 0.33545 2.18514 -2.57677 0.002
C 0.60038 0.84648 -3.21523 0.001
C 1.00096 -0.26331 -2.48633 0.003
C 1.16549 -1.49635 -3.10821 0.001
C 0.93900 -1.62720 -4.46831 0.000
C 0.54908 -0.51640 -5.20764 0.000
C 0.37544 0.70789 -4.58462 0.000
C 0.98012 3.77642 0.57249 0.129
C 1.62518 4.87793 1.10025 -0.017
C 1.82932 4.94850 2.47144 0.131
C 1.48863 3.83650 3.25636 -0.016
C 0.84246 2.78112 2.67509 0.110
N 0.44654 2.78595 1.35877 0.140
C 0.59191 1.47018 3.24153 0.054
N 0.14541 0.55302 2.46203 0.021
C -0.09778 -0.63663 3.28956 0.001
C 0.64469 -0.28363 4.59006 0.000
O 0.82477 1.17271 4.51101 0.026
C 0.35252 -1.92630 2.65472 0.001
C 0.07231 -3.12550 3.30672 0.000
C 0.44419 -4.33729 2.75078 0.001
C 1.10234 -4.37299 1.52706 0.000
C 1.39507 -3.18499 0.87741 0.001
C 1.02114 -1.96987 1.44052 0.006
H 2.27354 3.01233 -3.19682 0.001
H 0.87177 3.94080 -3.81380 0.000
H -0.70333 2.45751 -2.79625 0.001
H 1.21594 -0.17547 -1.42744 0.003
H 1.47551 -2.35402 -2.52752 0.000
H 1.06702 -2.58476 -4.95449 0.000
H 0.37561 -0.60812 -6.27158 0.000
H 0.05178 1.56029 -5.17233 0.000
H 1.99764 5.64690 0.43706 -0.003
H 2.32367 5.80089 2.91237 0.008
H 1.76084 3.78209 4.30176 -0.003
H -1.17684 -0.69870 3.45505 0.000
H 1.63795 -0.72741 4.63696 0.000
H 0.09039 -0.48875 5.49981 0.000
H -0.45808 -3.11878 4.25271 0.000
H 0.21802 -5.25784 3.27239 0.000
H 1.39072 -5.32042 1.09216 0.000
H 1.92849 -3.20045 -0.06330 0.000
H 1.29405 -1.04781 0.93998 0.005
Cl -3.42605 -4.33050 -2.58378 0.000
C -3.11109 -2.99604 -1.52746 0.000
C -3.22233 -3.18396 -0.13302 0.002
C -2.96405 -2.17501 0.74959 -0.001
Cl -3.21581 -2.40659 2.43874 0.000
C -2.48263 -0.91969 0.28908 0.007
O -2.08437 0.00585 1.10909 0.005
C -2.49617 -0.72553 -1.11123 0.003
C -2.45787 0.61233 -1.60997 0.010
O -2.09398 1.59952 -0.94520 0.016
C -2.80892 -1.76652 -2.02090 0.001
H -3.53640 -4.14906 0.24311 0.000
H -2.83836 0.79489 -2.62233 0.000
H -2.79810 -1.57637 -3.08627 0.000
```

Total energy for the records above, in order: -5008.28821 -5428.24937 -3391.39497 hartree